No. 1
Formula: C29H26ClN3OOsPS
Source: OMol25
Level of theory: wB97M-V/def2-TZVPD

Calculated values
* ⟨S²⟩: 6.040
* 2S+1: 5
* E: -2649.6781 hartree
* orbital gap (spin up / spin down): 6.19 / 5.02 eV
* largest force on an atom: 0.0169 hartree/bohr
* charge: +3

Last column: Mulliken spin population.
Cartesian coordinates (Å):
Os (0.115, -0.140, -1.407)  2.345
Cl (5.814, 4.358, -1.015)  0.160
C (4.733, 3.109, -1.155)  0.263
C (5.211, 1.775, -1.320)  -0.014
C (4.322, 0.760, -1.407)  0.112
C (2.909, 1.016, -1.334)  0.136
O (2.135, -0.001, -1.397)  0.179
C (2.426, 2.373, -1.197)  0.057
C (1.010, 2.741, -1.153)  -0.030
N (0.019, 1.938, -1.185)  0.090
C (-1.340, 2.426, -1.114)  0.033
C (-1.717, 3.723, -0.900)  0.016
C (-3.082, 4.072, -0.860)  -0.008
C (-4.045, 3.120, -1.036)  0.019
C (-3.679, 1.773, -1.266)  -0.007
C (-4.623, 0.745, -1.489)  0.040
C (-4.200, -0.531, -1.746)  -0.010
C (-2.833, -0.801, -1.759)  0.020
N (-1.914, 0.136, -1.525)  -0.024
C (-2.320, 1.439, -1.297)  -0.020
C (3.340, 3.382, -1.112)  0.091
H (6.277, 1.598, -1.377)  0.000
H (4.641, -0.265, -1.541)  0.002
H (0.815, 3.807, -1.093)  -0.003
H (-0.991, 4.511, -0.754)  -0.001
H (-3.356, 5.104, -0.689)  0.000
H (-5.095, 3.383, -1.005)  0.000
H (-5.681, 0.981, -1.462)  0.000
H (-4.898, -1.332, -1.945)  0.002
H (-2.458, -1.792, -1.967)  -0.006
H (3.016, 4.412, -1.014)  0.000
S (0.225, -2.183, -2.482)  0.178
C (0.292, -3.798, -1.790)  -0.013
N (0.308, -4.762, -2.743)  0.026
C (0.342, -6.083, -2.483)  0.000
C (0.365, -6.518, -1.184)  0.028
C (0.368, -5.565, -0.172)  -0.015
C (0.336, -4.209, -0.473)  0.028
H (0.291, -4.461, -3.713)  0.005
H (0.352, -6.740, -3.341)  0.001
H (0.389, -7.577, -0.971)  0.001
H (0.400, -5.882, 0.863)  0.000
H (0.364, -3.474, 0.312)  0.020
C (1.489, -1.522, 1.528)  0.015
P (0.078, -0.402, 1.238)  0.162
C (-1.379, -1.481, 1.427)  0.012
C (0.045, 0.665, 2.684)  0.043
C (-1.112, 0.833, 3.444)  0.023
C (-1.068, 1.585, 4.610)  -0.008
C (0.118, 2.181, 5.010)  0.021
C (1.264, 2.048, 4.237)  -0.006
C (1.228, 1.299, 3.073)  0.024
H (2.411, -0.949, 1.619)  -0.001
H (1.604, -2.212, 0.695)  -0.001
H (1.339, -2.073, 2.459)  0.005
H (-1.362, -1.986, 2.394)  0.007
H (-1.391, -2.214, 0.624)  -0.008
H (-2.298, -0.899, 1.353)  0.001
H (-2.051, 0.383, 3.149)  0.002
H (-1.962, 1.697, 5.209)  0.000
H (0.151, 2.753, 5.928)  0.001
H (2.186, 2.523, 4.545)  0.000
H (2.130, 1.205, 2.476)  0.008

***

No. 2
Formula: C4H8OS
Source: OMol25
Level of theory: wB97M-V/def2-TZVPD

Calculated values
* ΔE to the lowest compared entry with this formula, charge and spin: 20.68 kcal/mol
* E: -630.6020 hartree
* orbital gap: 10.18 eV
* largest force on an atom: 0.0402 hartree/bohr
* charge: 0

Last column: natural (NBO) charge in e.
Cartesian coordinates (Å):
O (2.544, -1.618, 0.551)  -0.515
C (1.539, -1.329, -0.036)  0.443
C (1.281, 0.055, -0.571)  -0.516
C (0.388, 0.761, 0.504)  -0.408
C (-0.990, 0.168, 0.757)  -0.494
S (-2.172, 0.750, -0.552)  -0.074
H (0.705, -2.050, -0.137)  0.104
H (0.673, -0.006, -1.473)  0.223
H (2.205, 0.622, -0.589)  0.237
H (0.987, 0.669, 1.399)  0.216
H (0.373, 1.854, 0.502)  0.225
H (-1.314, 0.593, 1.703)  0.224
H (-1.089, -0.895, 0.683)  0.219
H (-1.358, 1.631, -1.141)  0.118

***

No. 3
Formula: C3H11N3O
Source: OMol25
Level of theory: wB97M-V/def2-TZVPD

Calculated values
* ΔE to the lowest compared entry with this formula, charge and spin: 149.87 kcal/mol
* E: -360.1986 hartree
* orbital gap (spin up / spin down): 8.18 / 7.82 eV
* largest force on an atom: 0.0510 hartree/bohr
* charge: 0

Last column: natural (NBO) charge in e.
Cartesian coordinates (Å):
C (0.272, -1.239, -0.022)  0.557
C (-1.486, 1.147, 0.640)  -0.444
C (-0.511, 1.342, -1.570)  -0.429
N (-0.807, 0.489, -0.446)  -0.397
N (0.984, -0.107, 0.114)  -0.483
N (2.143, -1.930, 0.354)  -0.992
O (-0.471, -1.853, 0.909)  -0.653
H (-0.238, -1.539, 1.793)  0.478
H (1.007, 0.206, 1.087)  0.348
H (0.138, -1.660, -1.006)  0.207
H (2.882, -1.711, -0.309)  0.346
H (2.494, -1.797, 1.304)  0.330
H (-0.946, 2.021, 1.041)  0.168
H (-1.665, 0.439, 1.454)  0.192
H (-2.474, 1.498, 0.311)  0.203
H (0.031, 2.258, -1.293)  0.171
H (0.092, 0.793, -2.296)  0.204
H (-1.445, 1.642, -2.066)  0.193

***

No. 4
Formula: C24H65Mn2N2O31S8
Source: OMol25
Level of theory: wB97M-V/def2-TZVPD

Calculated values
* ⟨S²⟩: 30.007
* 2S+1: 11
* E: -8882.3111 hartree
* orbital gap (spin up / spin down): 7.98 / 7.63 eV
* largest force on an atom: 0.1203 hartree/bohr
* charge: +1

Last column: Mulliken spin population.
Cartesian coordinates (Å):
Mn (2.927, -1.461, -1.248)  4.914
Mn (1.236, 1.089, -3.424)  4.871
N (0.455, 0.167, -0.269)  0.026
O (0.391, 0.792, -1.329)  -0.058
O (-0.437, 0.192, 0.582)  -0.029
O (1.298, -0.706, -0.191)  -0.095
N (3.648, 1.980, -1.517)  -0.015
O (3.564, 0.944, -0.876)  0.043
O (2.843, 2.129, -2.406)  0.040
O (4.475, 2.859, -1.307)  0.013
O (2.275, -0.677, -2.993)  0.089
H (2.615, -1.200, -3.745)  0.012
O (-4.183, 2.014, -0.116)  0.000
S (-4.243, 1.406, -1.489)  0.000
O (-4.114, -0.049, -1.697)  0.000
O (-5.628, 1.892, -2.309)  0.000
C (-6.178, 3.172, -1.962)  0.000
C (-7.521, 3.383, -2.702)  0.000
C (-3.010, 2.260, -2.502)  -0.012
H (-5.541, 3.899, -2.467)  0.000
H (-6.199, 3.246, -0.875)  0.000
H (-8.087, 4.174, -2.210)  0.000
H (-8.245, 2.569, -2.665)  0.000
H (-7.406, 3.542, -3.775)  0.000
H (-3.143, 1.929, -3.532)  -0.003
H (-2.029, 1.999, -2.104)  0.024
H (-3.108, 3.345, -2.450)  0.001
O (1.517, 7.608, -0.659)  0.000
S (1.561, 6.157, -0.620)  0.001
O (2.141, 5.398, 0.459)  0.000
O (-0.019, 5.643, -0.837)  0.000
C (-0.278, 4.222, -0.814)  -0.001
C (-1.254, 3.936, 0.267)  0.004
C (2.362, 5.574, -2.255)  0.002
H (0.675, 3.727, -0.628)  0.012
H (-0.686, 3.991, -1.798)  -0.007
H (-1.283, 2.873, 0.505)  -0.001
H (-2.305, 4.070, 0.010)  0.000
H (-1.081, 4.449, 1.214)  0.000
H (2.016, 4.544, -2.339)  0.004
H (3.435, 5.758, -2.224)  0.000
H (1.892, 6.070, -3.104)  0.000
O (3.693, -1.933, 0.675)  0.077
S (4.784, -2.517, 1.468)  0.013
O (5.624, -3.507, 0.802)  0.002
O (5.700, -1.336, 2.218)  -0.002
C (6.992, -1.698, 2.760)  0.000
C (7.636, -0.352, 3.185)  0.000
C (4.111, -3.318, 2.951)  0.001
H (7.567, -2.196, 1.979)  0.000
H (6.911, -2.319, 3.653)  0.000
H (8.614, -0.543, 3.627)  0.000
H (7.197, 0.252, 3.979)  0.000
H (7.719, 0.244, 2.277)  0.000
H (3.612, -2.531, 3.517)  0.000
H (4.916, -3.817, 3.491)  0.000
H (3.410, -4.117, 2.709)  0.000
O (-0.447, -0.232, -3.989)  0.049
S (-1.264, -0.355, -5.243)  0.003
O (-1.832, 0.822, -5.873)  -0.003
O (-0.271, -1.151, -6.336)  0.003
C (-0.837, -1.546, -7.562)  0.000
C (0.281, -1.717, -8.641)  0.000
C (-2.508, -1.713, -5.031)  0.001
H (-1.491, -0.761, -7.942)  0.000
H (-1.470, -2.433, -7.535)  0.000
H (0.947, -2.510, -8.301)  0.000
H (0.854, -0.798, -8.770)  0.000
H (-0.073, -1.944, -9.646)  0.000
H (-1.950, -2.648, -5.085)  0.000
H (-3.262, -1.661, -5.817)  0.001
H (-2.916, -1.650, -4.022)  0.000
O (4.918, 4.443, 3.248)  0.000
S (5.096, 2.983, 3.414)  0.000
O (5.765, 2.369, 4.544)  0.000
O (3.634, 2.233, 3.187)  0.000
C (2.580, 2.816, 2.398)  0.000
C (1.233, 2.089, 2.800)  -0.001
C (5.823, 2.382, 1.816)  0.000
H (2.808, 2.761, 1.333)  0.000
H (2.545, 3.880, 2.632)  0.000
H (1.333, 1.006, 2.733)  0.000
H (0.404, 2.410, 2.170)  0.000
H (1.099, 2.211, 3.875)  0.000
H (5.743, 1.297, 1.753)  0.000
H (6.885, 2.628, 1.844)  0.000
H (5.271, 2.926, 1.050)  0.000
O (-5.562, 0.218, 3.180)  0.000
S (-4.253, 0.208, 3.822)  0.000
O (-4.149, 0.306, 5.270)  0.000
O (-3.449, -1.175, 3.380)  0.000
C (-3.467, -1.495, 2.013)  0.000
C (-3.717, -2.970, 1.883)  0.000
C (-3.090, 1.336, 2.982)  0.000
H (-2.602, -1.173, 1.434)  0.000
H (-4.240, -0.987, 1.435)  0.000
H (-4.609, -3.261, 2.437)  0.000
H (-2.932, -3.566, 2.351)  0.000
H (-3.720, -3.279, 0.838)  0.000
H (-3.228, 2.355, 3.344)  0.000
H (-3.294, 1.231, 1.916)  0.000
H (-2.061, 1.009, 3.128)  0.000
O (1.088, 0.012, 6.442)  0.000
S (-0.025, -0.594, 5.738)  0.000
O (-1.170, 0.178, 5.244)  0.000
O (0.611, -1.483, 4.467)  0.000
C (-0.237, -1.949, 3.477)  0.002
C (0.614, -2.947, 2.694)  -0.006
C (-0.602, -2.041, 6.780)  0.000
H (-0.552, -1.121, 2.842)  -0.001
H (-1.118, -2.426, 3.908)  0.000
H (1.109, -3.629, 3.385)  0.000
H (1.383, -2.387, 2.162)  0.005
H (-0.034, -3.412, 1.950)  0.000
H (-0.663, -1.785, 7.838)  0.000
H (0.153, -2.820, 6.676)  0.000
H (-1.556, -2.338, 6.347)  0.000
O (0.980, -3.363, -1.247)  0.011
S (-0.296, -3.626, -1.949)  0.009
O (-0.409, -3.683, -3.400)  0.001
O (-0.839, -5.102, -1.407)  0.002
C (-1.932, -5.763, -2.012)  0.000
C (-3.100, -5.955, -1.081)  0.000
C (-1.716, -2.639, -1.268)  0.000
H (-1.651, -6.775, -2.304)  0.000
H (-2.270, -5.250, -2.912)  0.000
H (-3.941, -6.510, -1.496)  0.000
H (-3.463, -5.006, -0.686)  0.000
H (-2.855, -6.529, -0.187)  0.000
H (-1.487, -1.594, -1.476)  -0.001
H (-1.671, -2.694, -0.180)  -0.001
H (-2.708, -2.880, -1.648)  0.000

***

No. 5
Formula: H9Hf2O21S4
Source: OMol25
Level of theory: wB97M-V/def2-TZVPD

Calculated values
* ΔE to the lowest compared entry with this formula, charge and spin: 0.00 kcal/mol
* E: -3274.4961 hartree
* orbital gap: 4.38 eV
* largest force on an atom: 0.2250 hartree/bohr
* charge: -1

Last column: Mulliken charge in e.
Cartesian coordinates (Å):
Hf (-0.539, 2.375, 1.105)  1.291
Hf (-1.098, -1.722, 0.360)  1.517
S (-3.684, 0.521, 1.154)  1.130
O (-3.089, -0.864, 0.949)  -0.745
O (-2.500, 1.414, 0.913)  -0.607
O (-4.697, 0.787, 0.167)  -0.618
O (-4.185, 0.644, 2.495)  -0.557
S (-1.574, 1.046, -1.970)  1.090
O (-1.748, -0.171, -1.141)  -0.365
O (-0.910, 2.113, -1.142)  -0.673
O (-0.622, 0.772, -3.046)  -0.741
O (-2.846, 1.469, -2.483)  -0.594
S (1.360, -2.140, -2.297)  1.304
O (1.558, -3.578, -2.184)  -0.757
O (2.625, -1.457, -1.905)  -0.979
O (0.960, -1.725, -3.628)  -0.598
O (0.266, -1.738, -1.337)  -0.433
S (-0.953, -0.255, 3.616)  1.238
O (-2.167, -0.249, 4.397)  -0.596
O (-1.025, -1.275, 2.536)  -0.665
O (-0.796, 1.099, 2.963)  -0.804
O (0.205, -0.543, 4.447)  -0.692
O (0.052, 0.303, 0.605)  1.809
H (0.777, 0.497, 0.003)  0.131
O (1.131, -2.205, 1.142)  -0.424
H (1.538, -2.670, 1.885)  0.301
H (1.696, -1.421, 0.986)  0.309
O (2.757, 0.019, 0.334)  -0.827
H (2.812, -0.318, -0.611)  0.463
H (3.649, 0.316, 0.549)  0.273
O (2.035, 1.146, -2.583)  -0.829
H (1.073, 1.111, -2.825)  0.424
H (2.237, 0.228, -2.266)  0.275
O (1.640, 2.280, -0.116)  -0.685
H (2.244, 1.489, -0.093)  0.318
H (1.816, 2.704, -0.979)  0.318

***

No. 6
Formula: C56H44CdN4O9STe
Source: OMol25
Level of theory: wB97M-V/def2-TZVPD

Calculated values
* E: -3890.4860 hartree
* orbital gap (spin up / spin down): 4.00 / 3.99 eV
* largest force on an atom: 0.0363 hartree/bohr
* charge: -2

Last column: Mulliken charge in e.
Cartesian coordinates (Å):
Cd (-0.059, -0.144, 0.043)  2.517
C (8.738, -0.719, 4.904)  -0.836
O (7.789, 0.308, 4.957)  -0.471
C (6.710, 0.233, 4.092)  0.894
C (6.610, -0.647, 3.023)  -0.395
C (5.464, -0.665, 2.246)  -1.023
C (4.383, 0.170, 2.527)  0.237
C (4.516, 1.075, 3.585)  -0.510
C (5.662, 1.115, 4.349)  -0.869
C (3.125, 0.094, 1.780)  0.082
C (2.551, -1.179, 1.576)  -0.041
C (3.044, -2.426, 2.072)  -1.534
C (2.215, -3.394, 1.582)  -1.499
C (1.191, -2.727, 0.835)  -0.545
N (1.409, -1.403, 0.879)  0.861
C (-0.030, -3.355, 0.373)  1.532
C (-1.252, -2.776, 0.747)  0.170
C (-2.535, -3.415, 0.883)  -1.155
C (-3.395, -2.476, 1.351)  -1.526
C (-2.637, -1.251, 1.502)  -0.429
C (-3.195, 0.010, 1.887)  0.824
C (-4.250, -0.001, 2.880)  1.295
C (-4.512, -1.170, 3.631)  -0.545
C (-5.524, -1.248, 4.557)  -0.953
C (-6.306, -0.135, 4.856)  0.942
O (-7.318, -0.316, 5.789)  -0.470
C (-8.041, 0.814, 6.179)  -0.824
C (-5.980, 1.067, 4.247)  -0.865
C (-4.977, 1.128, 3.297)  -0.826
C (-2.701, 1.208, 1.280)  -0.246
N (-1.440, 1.326, 0.804)  -0.165
C (-1.311, 2.529, 0.200)  0.119
C (-0.080, 3.060, -0.288)  0.620
C (-0.051, 3.856, -1.494)  0.773
C (1.139, 4.350, -2.067)  -0.560
C (1.186, 4.833, -3.355)  -1.186
C (0.054, 4.816, -4.163)  0.719
O (0.207, 5.193, -5.489)  -0.502
C (-0.662, 4.582, -6.403)  -0.758
C (-1.145, 4.386, -3.610)  -0.747
C (-1.193, 3.931, -2.312)  -0.139
C (1.139, 2.625, 0.320)  0.576
C (2.292, 3.411, 0.658)  -1.804
C (3.157, 2.584, 1.309)  -0.871
C (2.540, 1.287, 1.330)  -0.002
N (1.315, 1.371, 0.758)  1.054
C (-2.558, 3.222, 0.283)  -1.808
C (-3.418, 2.411, 0.968)  -1.120
N (-1.366, -1.476, 1.150)  -0.268
C (0.068, -4.542, -0.449)  0.747
C (1.310, -5.146, -0.708)  -0.796
C (1.434, -6.278, -1.493)  -0.880
C (0.312, -6.844, -2.074)  0.951
O (0.303, -8.019, -2.806)  -0.474
C (1.541, -8.622, -3.059)  -0.769
C (-0.909, -6.180, -1.949)  -1.350
C (-1.025, -5.045, -1.181)  -0.174
H (9.411, -0.550, 5.746)  0.245
H (9.316, -0.700, 3.973)  0.300
H (8.272, -1.704, 5.011)  0.354
H (7.416, -1.324, 2.775)  0.358
H (5.400, -1.330, 1.398)  0.729
H (3.694, 1.736, 3.818)  0.595
H (5.763, 1.811, 5.169)  0.398
H (3.879, -2.551, 2.740)  0.634
H (2.252, -4.444, 1.812)  0.687
H (-2.754, -4.453, 0.716)  0.744
H (-4.458, -2.588, 1.484)  0.776
H (-3.878, -2.031, 3.499)  0.604
H (-5.713, -2.172, 5.084)  0.402
H (-8.779, 0.468, 6.902)  0.239
H (-8.554, 1.282, 5.331)  0.314
H (-7.403, 1.562, 6.662)  0.327
H (-6.499, 1.980, 4.503)  0.390
H (-4.735, 2.096, 2.901)  0.418
H (2.062, 4.295, -1.514)  0.340
H (2.114, 5.180, -3.786)  0.389
H (-0.245, 4.767, -7.393)  0.297
H (-1.671, 5.008, -6.358)  0.275
H (-0.727, 3.504, -6.232)  0.278
H (-2.044, 4.357, -4.208)  0.228
H (-2.120, 3.526, -1.950)  0.108
H (2.396, 4.474, 0.521)  0.716
H (4.132, 2.832, 1.694)  0.580
H (-2.749, 4.234, -0.032)  0.701
H (-4.463, 2.610, 1.117)  0.565
H (2.214, -4.739, -0.290)  0.365
H (2.422, -6.684, -1.662)  0.371
H (1.328, -9.520, -3.640)  0.248
H (2.053, -8.911, -2.133)  0.287
H (2.199, -7.962, -3.636)  0.309
H (-1.753, -6.568, -2.502)  0.414
H (-1.955, -4.501, -1.202)  0.353
O (1.218, 0.492, -4.242)  -0.620
C (0.490, 0.674, -3.132)  0.346
O (1.002, 0.705, -2.047)  -0.049
C (-0.980, 0.842, -3.444)  -0.765
O (-1.756, 1.010, -2.290)  -0.247
C (-2.726, -0.014, -2.109)  -0.528
C (-2.054, -1.439, -2.095)  0.450
O (-2.742, -2.379, -2.487)  -0.836
O (-0.860, -1.435, -1.724)  -0.547
H (2.118, 0.237, -3.963)  0.439
H (-1.092, 1.731, -4.084)  0.130
H (-1.272, -0.047, -4.016)  0.490
H (-3.186, 0.172, -1.137)  -0.096
H (-3.501, 0.047, -2.890)  0.238
Te (2.443, -2.118, -1.901)  -0.112
C (3.481, -3.339, -3.279)  -0.018
C (3.003, -3.906, -4.430)  -0.409
C (3.886, -4.790, -5.078)  -0.631
C (5.074, -4.915, -4.431)  -0.513
S (5.108, -3.925, -3.012)  -0.203
H (2.010, -3.690, -4.785)  0.454
H (3.646, -5.325, -5.986)  0.346
H (5.927, -5.516, -4.685)  0.362

***

> Number 1 is which compound?

C29H26ClN3OOsPS